1.
The following is a quantum chemistry calculation of C16H34BNP2Zn as an isolated structure at a distorted geometry, from the OMol25 dataset.

Frontier orbital gap: 3.971 eV
HOMO energy: -4.4745 eV
Energy relative to the best compared isomer or geometry (same formula, charge and spin): 564.2 kJ/mol

```
! wB97M-V def2-TZVPD RIJCOSX def2/J DEFGRID3
* xyz 0 1
P -0.067 2.935 -0.720
P -2.734 -0.078 0.014
C -1.786 2.497 -1.122
C -2.635 1.764 -0.055
H -1.826 1.982 -2.096
H -2.253 3.480 -1.300
H -2.413 2.128 0.960
H -3.685 2.057 -0.236
C -3.866 -0.459 -1.346
H -3.896 -1.545 -1.515
H -3.511 0.030 -2.266
H -4.875 -0.093 -1.109
C -3.622 -0.454 1.534
H -4.704 -0.358 1.357
H -3.347 0.246 2.339
H -3.415 -1.479 1.869
C 0.702 3.750 -2.125
H 1.794 3.620 -2.096
H 0.481 4.827 -2.107
H 0.330 3.337 -3.075
C -0.109 4.049 0.702
H -0.851 3.714 1.439
H -0.381 5.059 0.367
H 0.877 4.097 1.186
Zn 2.662 -2.242 2.549
C -1.328 -1.204 -0.321
C -1.005 -1.319 -1.742
C -0.214 -0.330 -2.421
C 1.341 -0.296 -2.135
C 1.724 0.820 -1.302
C 0.911 1.497 -0.289
C 0.216 0.593 0.827
C -0.040 -0.885 0.543
C 3.575 -0.666 1.843
H -1.706 -2.193 0.021
H -1.430 -2.156 -2.294
H -0.605 0.636 -2.053
H -0.387 -0.342 -3.514
H 1.681 -1.265 -1.727
H 1.850 -0.189 -3.113
H 2.746 1.201 -1.429
H 1.669 2.085 0.290
H -0.728 1.060 1.161
H 0.879 0.659 1.706
H 0.853 -1.349 0.096
H -0.167 -1.393 1.519
H 4.196 -0.229 2.634
H 2.910 0.101 1.433
H 4.238 -0.998 1.031
B 3.830 -6.611 2.691
C 3.335 -5.163 2.660
N 2.953 -4.052 2.647
H 3.199 -7.213 1.842
H 3.607 -7.046 3.805
H 5.023 -6.617 2.440
*
```

Mulliken atomic charge list, values in e, 4 entries: 1.243, 1.253, -1.028, -1.402

2.
The following is a quantum chemistry calculation of C16H34CaP2 as an isolated structure at a distorted geometry, from the OMol25 dataset.

Frontier orbital gap (alpha / beta): 3.479 / 3.481 eV
HOMO energy (alpha / beta): -4.6451 / -4.6478 eV
Energy relative to the best compared isomer or geometry (same formula, charge and spin): 411.8 kJ/mol

```
! wB97M-V def2-TZVPD RIJCOSX def2/J DEFGRID3
* xyz 0 1
P -1.607 0.681 -1.364
P 0.230 -2.341 0.311
C -1.505 -1.141 -1.652
C -1.427 -1.993 -0.377
H -0.810 -1.510 -2.426
H -2.500 -1.289 -2.088
H -2.060 -1.555 0.396
H -1.861 -2.972 -0.594
C 0.919 -3.827 -0.547
H 1.908 -4.134 -0.160
H 1.103 -3.600 -1.618
H 0.269 -4.715 -0.510
C 0.064 -2.439 2.109
H -0.211 -3.446 2.491
H -0.777 -1.767 2.438
H 0.989 -2.103 2.598
C -1.861 1.152 -3.114
H -1.974 2.250 -3.204
H -2.765 0.642 -3.531
H -0.954 0.843 -3.682
C -2.969 1.114 -0.234
H -2.951 0.452 0.670
H -3.938 1.010 -0.741
H -2.850 2.175 0.083
Ca -1.422 0.450 3.176
C 1.647 -1.155 -0.212
C 2.072 -1.083 -1.589
C 1.708 -0.038 -2.520
C 2.144 1.443 -2.153
C 1.033 2.248 -1.694
C -0.070 1.739 -0.874
C 0.326 1.125 0.530
C 1.539 0.203 0.597
C -0.879 2.820 2.888
H 2.427 -1.754 0.338
H 2.788 -1.840 -1.926
H 0.613 -0.053 -2.704
H 2.217 -0.297 -3.447
H 2.996 1.371 -1.449
H 2.552 1.956 -3.021
H 1.151 3.301 -1.761
H -0.695 2.634 -0.663
H -0.569 0.648 1.032
H 0.585 2.041 1.102
H 2.451 0.785 0.439
H 1.663 -0.036 1.670
H -1.102 3.211 3.901
H -1.377 3.378 2.085
H 0.193 3.013 2.748
C 0.647 0.531 4.365
H 0.309 0.581 5.417
H 1.135 1.497 4.221
H 1.457 -0.204 4.250
*
```

Mulliken atomic charge list, values in e, 4 entries: 1.106, 1.097, -1.275, -1.144

3.
The following is a quantum chemistry calculation of C16H34FeIN5O4S3 as an isolated structure, from the OMol25 dataset.

Frontier orbital gap: 7.627 eV
HOMO energy: -7.6394 eV
Energy relative to the best compared isomer or geometry (same formula, charge and spin): 0.0 kJ/mol

```
! wB97M-V def2-TZVPD RIJCOSX def2/J DEFGRID3
* xyz 0 1
Fe 0.142 -0.414 -0.026
N -1.729 -1.022 -0.643
C -2.256 -1.918 0.413
C -1.910 -1.281 1.760
O -2.740 -1.287 2.665
N -0.722 -0.653 1.732
C -0.678 0.556 2.545
C -0.169 1.690 1.656
O 0.320 2.709 2.139
O -0.273 1.454 0.389
H -2.222 -0.132 -0.615
H -1.903 -1.408 -1.565
H -1.801 -2.906 0.319
H -3.336 -2.051 0.359
H -0.060 0.490 3.443
H -1.679 0.821 2.896
C 2.034 2.647 -1.446
C 2.377 1.406 -2.269
S 1.232 0.002 -2.177
C 0.265 0.103 -3.702
C -0.492 1.392 -3.992
S -1.781 1.726 -2.769
C -1.625 3.512 -2.510
C -0.502 3.981 -1.596
S 1.162 3.974 -2.330
H 2.973 3.082 -1.103
H 1.450 2.377 -0.565
H 3.317 0.989 -1.906
H 2.505 1.635 -3.329
H -0.418 -0.749 -3.639
H 0.948 -0.103 -4.529
H -0.942 1.309 -4.984
H 0.194 2.237 -4.001
H -2.578 3.796 -2.059
H -1.578 4.001 -3.485
H -0.472 3.390 -0.681
H -0.699 5.020 -1.323
C 3.887 -4.043 0.957
C 2.725 -3.903 -0.020
C 1.844 -5.146 0.033
C 3.269 -3.689 -1.437
N 1.953 -2.745 0.472
N 0.816 -2.387 -0.314
H 4.529 -4.877 0.673
H 3.514 -4.212 1.968
H 4.498 -3.136 0.963
H 2.435 -6.036 -0.185
H 1.039 -5.105 -0.706
H 1.402 -5.256 1.024
H 3.875 -4.542 -1.743
H 3.894 -2.794 -1.479
H 2.474 -3.584 -2.179
H 2.548 -1.924 0.463
H 0.077 -3.040 -0.088
H 1.026 -2.482 -1.308
N 2.100 -0.510 2.754
C 2.480 0.309 1.777
O 2.072 0.194 0.613
C 3.416 1.425 2.151
I 5.018 1.628 0.773
H 1.313 -1.130 2.569
H 2.359 -0.320 3.706
H 3.857 1.287 3.133
H 2.839 2.350 2.122
*
```

Mulliken atomic charge list, values in e, 4 entries: 0.193, -0.180, -0.897, 0.520

4.
The following is a quantum chemistry calculation of C16H34N7O18PS as an isolated structure at a distorted geometry, from the OMol25 dataset.

Frontier orbital gap: 8.106 eV
HOMO energy: -8.3976 eV

```
! wB97M-V def2-TZVPD RIJCOSX def2/J DEFGRID3
* xyz 0 1
O 0.909 2.998 -1.270
P -0.396 2.713 -1.906
O -0.796 4.016 -2.864
O -1.584 2.563 -0.753
S -1.542 3.886 0.311
O -0.427 1.410 -2.888
C 0.643 0.459 -2.598
C 0.692 -0.585 -3.763
C -0.651 -1.440 -3.919
C -0.526 -2.629 -2.901
C -0.197 -3.958 -3.401
C -0.046 -5.029 -2.420
C -0.196 -4.800 -0.981
C -0.547 -3.472 -0.493
C -0.701 -2.399 -1.476
H -1.732 3.895 -3.131
H -2.737 3.791 1.002
H 1.628 1.003 -2.616
H 0.556 0.011 -1.578
H 0.928 -0.062 -4.723
H 1.489 -1.332 -3.482
H -1.580 -0.836 -3.778
H -0.621 -1.871 -4.955
H -0.046 -4.176 -4.485
H 0.192 -6.043 -2.810
H -0.046 -5.631 -0.257
H -0.671 -3.226 0.585
H -0.949 -1.386 -1.091
C 0.237 3.941 3.891
N -0.447 3.801 5.205
O -1.492 4.401 5.360
O 0.094 3.091 6.033
H -0.353 4.597 3.258
H 1.221 4.367 4.077
H 0.313 2.948 3.454
C 3.125 -2.220 0.031
N 3.033 -3.343 -0.939
O 3.586 -3.201 -2.016
O 2.410 -4.323 -0.586
H 3.706 -1.417 -0.416
H 2.110 -1.891 0.246
H 3.614 -2.600 0.926
C -3.560 -3.359 -5.929
N -2.215 -3.636 -6.497
O -2.001 -4.756 -6.915
O -1.420 -2.712 -6.500
H -4.157 -4.264 -5.991
H -3.421 -3.056 -4.893
H -4.006 -2.560 -6.518
C 4.528 3.217 -0.382
N 5.068 1.833 -0.292
O 4.644 1.011 -1.084
O 5.897 1.622 0.571
H 3.802 3.257 -1.190
H 4.057 3.447 0.571
H 5.364 3.884 -0.580
C -1.258 -5.774 3.312
N -0.202 -5.694 2.268
O 0.309 -4.608 2.070
O 0.074 -6.726 1.688
H -1.399 -4.787 3.742
H -2.170 -6.119 2.829
H -0.920 -6.481 4.066
C -6.178 4.363 1.053
N -5.610 2.990 1.137
O -6.000 2.172 0.329
O -4.790 2.787 2.016
H -6.888 4.397 0.232
H -6.672 4.571 2.000
H -5.353 5.050 0.879
C 2.709 4.817 7.896
N 3.793 4.944 6.886
O 4.282 6.046 6.724
O 4.112 3.932 6.292
H 2.530 5.791 8.342
H 1.819 4.460 7.379
H 3.040 4.104 8.647
*
```

Mulliken atomic charge list, values in e, 4 entries: -0.488, 0.550, -0.481, -0.190

Please write out number 3 again, unchanged.
The following is a quantum chemistry calculation of C16H34FeIN5O4S3 as an isolated structure, from the OMol25 dataset.

Frontier orbital gap: 7.627 eV
HOMO energy: -7.6394 eV
Energy relative to the best compared isomer or geometry (same formula, charge and spin): 0.0 kJ/mol

```
! wB97M-V def2-TZVPD RIJCOSX def2/J DEFGRID3
* xyz 0 1
Fe 0.142 -0.414 -0.026
N -1.729 -1.022 -0.643
C -2.256 -1.918 0.413
C -1.910 -1.281 1.760
O -2.740 -1.287 2.665
N -0.722 -0.653 1.732
C -0.678 0.556 2.545
C -0.169 1.690 1.656
O 0.320 2.709 2.139
O -0.273 1.454 0.389
H -2.222 -0.132 -0.615
H -1.903 -1.408 -1.565
H -1.801 -2.906 0.319
H -3.336 -2.051 0.359
H -0.060 0.490 3.443
H -1.679 0.821 2.896
C 2.034 2.647 -1.446
C 2.377 1.406 -2.269
S 1.232 0.002 -2.177
C 0.265 0.103 -3.702
C -0.492 1.392 -3.992
S -1.781 1.726 -2.769
C -1.625 3.512 -2.510
C -0.502 3.981 -1.596
S 1.162 3.974 -2.330
H 2.973 3.082 -1.103
H 1.450 2.377 -0.565
H 3.317 0.989 -1.906
H 2.505 1.635 -3.329
H -0.418 -0.749 -3.639
H 0.948 -0.103 -4.529
H -0.942 1.309 -4.984
H 0.194 2.237 -4.001
H -2.578 3.796 -2.059
H -1.578 4.001 -3.485
H -0.472 3.390 -0.681
H -0.699 5.020 -1.323
C 3.887 -4.043 0.957
C 2.725 -3.903 -0.020
C 1.844 -5.146 0.033
C 3.269 -3.689 -1.437
N 1.953 -2.745 0.472
N 0.816 -2.387 -0.314
H 4.529 -4.877 0.673
H 3.514 -4.212 1.968
H 4.498 -3.136 0.963
H 2.435 -6.036 -0.185
H 1.039 -5.105 -0.706
H 1.402 -5.256 1.024
H 3.875 -4.542 -1.743
H 3.894 -2.794 -1.479
H 2.474 -3.584 -2.179
H 2.548 -1.924 0.463
H 0.077 -3.040 -0.088
H 1.026 -2.482 -1.308
N 2.100 -0.510 2.754
C 2.480 0.309 1.777
O 2.072 0.194 0.613
C 3.416 1.425 2.151
I 5.018 1.628 0.773
H 1.313 -1.130 2.569
H 2.359 -0.320 3.706
H 3.857 1.287 3.133
H 2.839 2.350 2.122
*
```

Mulliken atomic charge list, values in e, 4 entries: 0.193, -0.180, -0.897, 0.520